114
Properties=species:S:1:pos:R:3:forces:R:3 method="wB97M-V/def2-TZVPD" e_above_lowest_kj_mol=0.0 e_lumo_ha=-0.0211 homo_energy_ha=-0.3243 orbital_gap_ev=8.25
C 4.8739 2.5087 1.6077 2.11 0.54 -4.96
N 3.7659 2.4227 0.4967 1.35 1.19 -1.62
C 3.8229 3.5817 -0.4773 -2.17 1.26 1.24
C 3.9789 1.2127 -0.3943 0.79 -0.47 2.07
C 2.4609 2.2737 1.1647 -3.54 1.80 -2.55
C 2.0879 3.3027 2.2367 0.23 1.14 2.26
O 0.7659 3.0817 2.6857 -1.71 0.85 0.00
H 4.7369 1.7547 2.2907 -0.01 -2.01 1.24
H 4.9049 3.4097 2.0647 -1.42 3.03 1.70
H 5.9579 2.6977 1.1697 -2.12 -1.75 0.18
H 3.1039 3.5637 -1.2873 -0.27 -1.54 -0.29
H 4.7629 3.7337 -0.9483 1.02 0.10 0.34
H 3.3409 4.4367 0.0097 1.20 0.36 0.42
H 3.3219 1.0217 -1.2253 -1.41 0.22 0.48
H 4.1029 0.5007 0.4057 -0.40 -1.39 -0.67
H 4.8989 1.2627 -0.9013 1.60 0.55 -0.21
H 2.5339 1.4217 1.7617 -0.32 -2.15 0.06
H 1.5659 2.2417 0.2507 2.62 -0.23 2.85
H 2.1549 4.4107 1.9477 0.65 -1.56 0.37
H 2.5919 2.9617 3.2247 0.74 1.40 -1.80
H 0.4489 3.8417 3.2697 0.76 -1.54 -1.29
O -2.4641 2.0407 2.0027 -0.63 1.65 -0.27
C -1.7901 1.1097 1.6957 -1.39 0.42 2.78
O -1.0981 0.9257 0.6937 2.49 1.61 -5.14
B -0.5651 -0.4123 0.5157 -1.52 0.72 3.47
O -1.0461 -1.0263 1.8227 1.39 -0.34 -1.34
C -1.6941 -0.1153 2.4807 -2.10 -3.30 2.90
O -2.3241 -0.3733 3.4927 0.48 1.21 -0.66
O 0.8489 -0.4523 0.3727 0.06 0.90 0.25
C 1.0469 -1.1623 -0.7203 2.69 0.96 3.70
O 2.1079 -1.6023 -0.9473 2.69 -1.09 -1.80
C -0.1981 -1.5203 -1.2593 0.28 -0.71 -2.16
O -1.1301 -1.0403 -0.6203 -4.26 1.70 2.43
O -0.2961 -2.1873 -2.1993 -0.23 -3.23 -4.66
C -4.3961 5.2077 1.0527 0.00 1.61 1.62
C -5.6081 5.2157 0.1387 2.67 -0.24 -4.43
O -6.4791 4.2577 0.5127 -0.23 -3.04 -1.27
O -3.4071 6.2267 0.7637 -0.93 -0.71 0.13
H -3.8991 4.2777 1.0907 0.47 -1.27 -0.92
H -4.6711 5.2437 2.1417 -0.25 0.54 -0.70
H -5.1411 4.9227 -0.9933 -1.26 0.50 2.84
H -6.2101 6.0777 -0.1403 0.75 1.11 0.70
H -6.9691 4.5687 1.2237 -1.46 0.71 2.07
H -3.8001 6.9727 1.2097 0.32 0.74 -0.02
C -1.9461 -5.4943 -0.7753 3.54 -0.88 2.39
C -1.1061 -5.8233 0.5497 1.74 -3.55 -1.72
O -1.3551 -5.0373 1.6397 -1.88 2.05 -1.12
O -1.5091 -6.2553 -1.8963 -4.18 -0.16 1.02
H -1.6111 -4.4953 -0.8063 -0.72 1.76 -1.01
H -2.9091 -5.6683 -0.4613 -2.52 -0.13 -0.32
H -0.0111 -5.8083 0.2577 -0.66 0.52 -0.02
H -1.1701 -6.9033 0.8767 -0.58 0.59 -0.65
H -0.8041 -5.3383 2.3157 1.19 -0.50 1.82
H -0.6191 -6.1223 -1.8713 4.07 0.32 -0.44
C -2.2031 -2.3453 7.5637 0.12 -1.67 6.01
C -2.0961 -2.7903 6.2097 -4.62 1.72 -2.77
O -1.4691 -1.8633 5.4787 3.91 2.87 -1.69
O -2.9951 -3.3273 8.3087 -2.07 -1.06 -2.02
H -2.4441 -1.3373 7.7567 -1.30 1.25 -0.50
H -1.3781 -2.4713 8.2667 1.79 0.46 -1.38
H -3.0671 -2.7333 5.5747 0.16 -1.52 2.25
H -1.6761 -3.7083 6.1117 1.33 -2.87 -0.21
H -2.0451 -1.2433 4.9987 0.27 -0.55 0.19
H -3.1471 -3.3873 9.2457 0.64 1.11 0.37
C 4.4129 -3.6693 -1.7423 0.41 -0.72 -2.32
C 5.3689 -2.4723 -1.7773 1.05 -1.73 1.12
O 4.6139 -1.3383 -1.8853 -0.69 2.22 0.19
O 5.2189 -4.8303 -1.8423 0.90 -0.77 -0.17
H 3.6309 -3.5723 -2.6043 1.34 -0.20 1.58
H 3.9449 -3.8753 -0.8163 -1.08 0.95 1.06
H 6.1299 -2.5923 -2.5623 -0.91 0.21 -0.71
H 6.1249 -2.4923 -0.9273 -1.30 0.10 0.00
H 3.7989 -1.3803 -1.3283 0.81 -0.34 -0.57
H 5.0079 -5.4363 -2.5503 -0.35 0.21 -0.28
C 0.4469 1.9067 -3.6003 12.47 5.69 3.17
C 0.0669 3.0617 -2.5953 1.30 -1.78 -1.73
O -1.0581 3.5287 -3.2483 -1.94 3.84 -2.68
O 1.6269 1.1817 -3.0353 -1.40 0.73 2.18
H 0.9029 2.1457 -4.5193 -0.49 1.35 -1.47
H -0.3051 1.4267 -3.6813 -9.50 -6.71 -0.97
H 0.7479 3.8997 -2.4183 0.51 -0.51 -0.01
H -0.1131 2.4877 -1.6473 -0.58 1.01 -0.55
H -0.8771 4.2737 -4.0423 -0.24 -3.22 3.57
H 2.0619 0.5437 -3.5913 -0.17 -0.23 -1.18
C -2.3061 2.1177 5.6687 -0.99 1.97 -1.94
C -3.6771 2.5907 5.0637 3.09 2.51 2.78
O -3.4061 3.5017 4.0877 1.44 0.03 -4.27
O -2.6731 1.2147 6.6367 1.38 -0.93 1.24
H -1.6511 3.0027 6.0197 -1.38 -0.92 -0.01
H -1.7311 1.7637 4.7977 0.00 -0.78 0.37
H -4.2001 3.0927 5.8797 -0.17 0.12 0.06
H -4.3001 1.8917 4.6927 -1.67 -3.27 -0.86
H -3.0241 2.9357 3.2557 -1.32 1.91 2.67
H -1.8471 1.0197 7.1017 -0.45 -0.48 0.21
C -2.6551 -1.8903 -4.9103 -0.08 1.22 1.41
C -1.5911 -1.2103 -5.7133 -1.62 1.66 3.44
O -2.3491 -0.0883 -6.1853 4.49 -2.62 -6.17
O -2.1061 -2.8823 -4.1673 -3.91 -5.54 -4.03
H -3.4421 -2.1173 -5.5963 -0.42 -1.21 -0.37
H -3.1631 -1.2613 -4.1773 -0.02 1.07 -0.11
H -1.4111 -1.9313 -6.3793 0.69 -1.95 -3.88
H -0.6001 -1.2383 -5.1413 -1.12 1.63 -0.40
H -2.6731 0.3277 -5.4943 -2.39 3.12 5.29
H -1.5601 -2.5103 -3.6053 4.31 2.56 4.75
C 2.3569 -1.7633 -4.7263 -3.20 0.93 1.71
C 2.4189 -2.5673 -5.9343 -4.37 -3.36 -2.41
O 2.3869 -4.0153 -5.6883 3.91 2.01 0.27
O 2.5659 -0.4323 -5.0413 1.13 1.89 1.95
H 2.9809 -2.1023 -3.9303 0.99 -0.34 0.22
H 1.3869 -1.5603 -4.2623 -0.51 -1.88 0.22
H 3.2499 -2.1533 -6.4023 2.33 -0.63 -1.30
H 1.5749 -2.5273 -6.8103 1.47 1.10 2.38
H 1.5259 -4.3343 -5.7253 -2.44 -0.44 -0.15
H 2.7349 -0.3193 -5.9303 0.72 0.55 -2.91

***

82
Properties=species:S:1:pos:R:3:forces:R:3 method="wB97M-V/def2-TZVPD" e_lumo_ha=-0.2841 homo_energy_ha=-0.3497 charge=+1 orbital_gap_ev=1.79
N 0.2864 5.8721 -0.8545 -0.30 -0.70 -0.61
C -0.8103 4.9156 -1.1063 -0.41 -0.57 0.78
N -2.0251 5.5233 -1.7102 0.90 -0.68 0.02
N -1.2436 4.4255 0.2648 0.80 0.24 -0.86
C -0.3122 3.5572 -1.8827 -0.38 -0.05 1.24
Si 0.0725 3.7733 -3.7207 -1.39 1.80 -1.95
N -0.0577 5.5488 -4.0795 0.54 -1.43 -0.74
C -1.3611 2.9856 -4.7737 0.00 0.02 0.30
C -1.8301 1.5435 -4.2434 -0.32 -0.22 -2.17
C -1.3951 0.4084 -5.3262 0.29 0.00 1.56
Cl -2.7543 0.0822 -6.5313 1.19 0.32 0.82
O 1.5777 3.2730 -4.3480 -0.38 -1.09 2.26
Si 2.5244 2.2125 -3.4030 -0.48 0.02 -1.11
C 1.7257 0.5400 -2.9230 -0.99 -1.17 -0.21
O 2.7401 -0.4670 -2.5846 -2.10 0.07 0.39
C 2.1579 -1.5598 -1.8463 1.85 -1.10 -0.34
O 2.4898 -1.3878 -0.4505 -2.48 -0.12 -1.05
C 1.3602 -0.9560 0.3467 0.89 1.17 0.90
C 1.7609 0.4620 1.0160 -0.58 -0.24 -0.81
O 0.9776 0.5781 2.2353 -0.05 1.00 -0.96
P 4.3389 1.7058 -4.6233 1.74 0.59 -0.02
S 5.6784 0.7319 -3.5907 -0.24 -0.39 0.05
P 3.3642 3.2576 -1.5990 0.96 0.70 1.15
S 5.0858 4.0960 -1.9459 0.00 0.18 -0.28
H -0.0453 6.8368 -0.7411 0.04 -0.69 -0.01
H 1.0111 5.8532 -1.5801 -0.76 0.17 0.19
H -1.8055 6.3403 -2.2898 -0.03 -0.83 0.10
H -2.5218 4.7902 -2.2301 0.09 0.82 0.06
H -0.3795 4.0224 0.6619 -0.84 0.10 0.01
H -1.9770 3.7088 0.1667 0.55 0.40 0.10
H 0.4872 3.1147 -1.2060 -0.88 0.39 -0.93
H -1.2221 2.8466 -1.7984 1.42 1.02 -0.17
H -0.9151 5.7301 -4.6350 0.90 -0.04 0.46
H 0.7568 5.7926 -4.6686 -0.68 0.14 0.35
H -2.2276 3.7504 -4.7708 1.23 -1.24 0.10
H -1.0055 2.9321 -5.8625 -0.54 -0.01 1.47
H -1.3746 1.2268 -3.2490 -0.75 0.58 -1.15
H -2.9790 1.5319 -4.2503 1.77 -0.19 0.56
H -1.2271 -0.5486 -4.7085 -0.26 1.23 -1.39
H -0.4311 0.7019 -5.8826 -1.66 -0.53 0.72
H 0.9430 0.6298 -2.0782 1.08 0.04 -1.20
H 1.1869 0.1326 -3.8534 0.36 0.69 1.16
H 2.7109 -2.5130 -2.1892 -0.69 1.61 0.50
H 1.0518 -1.7399 -2.0539 1.20 0.68 0.43
H 1.1958 -1.7329 1.1787 0.08 1.22 -1.11
H 0.4003 -0.7770 -0.2504 1.29 -0.59 0.71
H 2.8854 0.5740 1.1835 -1.55 -0.51 0.04
H 1.4630 1.3233 0.3079 0.47 -1.35 0.86
H 0.4133 1.3728 2.1032 0.61 -0.87 0.45
H 3.9922 1.1169 -5.8813 -0.22 0.45 0.36
H 4.9249 2.9966 -4.9362 -0.90 -0.62 -0.27
H 3.4788 2.3008 -0.5138 -0.60 0.42 -0.65
H 2.4188 4.2449 -1.1276 0.11 -0.91 -0.12
C -2.1687 -5.9754 4.4959 -0.05 0.06 0.54
C -1.6153 -5.0094 3.4095 -2.07 -3.84 0.13
C -0.0702 -5.1118 3.3401 0.98 1.16 0.26
C 0.6493 -4.4129 4.4901 -0.35 -0.01 0.12
C 0.1677 -2.9731 4.6359 0.70 -0.87 -1.08
C -1.3709 -2.8662 4.7734 -1.40 1.78 3.86
N -2.0870 -3.6203 3.7002 6.10 3.52 -6.74
O -1.9959 -2.9265 2.5970 -2.23 -2.49 4.33
C -1.8008 -3.3836 6.1686 -0.06 -0.54 0.08
C -1.7604 -1.3658 4.8066 -0.12 0.06 -0.95
C -2.1819 -5.5727 2.0789 0.01 0.91 -0.41
H -3.0815 -5.5863 4.9553 0.12 -0.03 -0.02
H -2.4387 -6.9467 4.0767 0.15 0.25 -0.18
H -1.4453 -6.1795 5.2863 -0.08 0.14 -0.01
H 0.2869 -4.6707 2.4019 -0.31 0.05 -0.05
H 0.2335 -6.1630 3.3166 -0.58 0.01 -0.01
H 0.5059 -4.9609 5.4242 0.02 0.01 -0.01
H 1.7268 -4.4151 4.3000 -0.09 0.00 -0.03
H 0.6529 -2.5167 5.5030 -0.55 0.09 0.06
H 0.5048 -2.4018 3.7622 -0.31 0.09 -0.01
H -2.8896 -3.3806 6.2704 0.11 0.03 -0.02
H -1.3996 -2.7415 6.9567 -0.01 0.08 -0.34
H -1.4412 -4.3847 6.3957 -0.06 0.01 -0.09
H -1.4085 -0.8209 3.9273 -0.05 -0.15 0.01
H -1.3174 -0.8682 5.6732 0.01 -0.42 -0.06
H -2.8461 -1.2411 4.8755 0.13 -0.09 0.00
H -3.2746 -5.5113 2.0557 0.13 0.00 0.06
H -1.9052 -6.6225 1.9561 0.06 0.19 0.37
H -1.7888 -5.0519 1.2019 -0.10 0.08 0.16

***

38
Properties=species:S:1:pos:R:3:forces:R:3 method="wB97M-V/def2-TZVPD" smiles=CCCCCCCC[C@H](OC)OOC e_above_lowest_kj_mol=0.0 e_lumo_ha=0.0356 homo_energy_ha=-0.3403 orbital_gap_ev=10.23
C 2.6796 -3.1679 -2.0895 1.44 0.35 0.19
C 1.6503 -2.2267 -1.5344 0.00 0.39 0.19
C 0.2338 -2.5878 -1.9346 -0.71 0.36 0.85
C -0.8474 -1.7313 -1.2321 0.27 -0.08 0.67
C -0.7639 -0.2802 -1.7064 0.31 -0.94 -0.21
C -2.0246 0.5083 -1.4817 -1.33 0.76 -1.01
C -2.5111 0.7480 -0.0356 -0.03 0.35 -0.19
C -1.9186 1.9251 0.7042 0.08 1.00 0.73
C -0.4278 1.8529 0.9275 -0.28 -0.22 0.69
C 1.3898 0.4514 1.3556 -0.15 -0.64 -0.09
C 0.6064 2.9339 4.0418 0.71 -0.86 1.33
H 2.5699 -3.1911 -3.1602 0.07 -0.27 -0.56
H 2.5720 -4.1749 -1.6898 0.04 -0.08 -0.04
H 3.7300 -2.7975 -1.8831 -1.10 -0.51 -0.11
H 1.8982 -1.2286 -1.8614 0.12 0.55 0.01
H 1.7019 -2.2505 -0.4302 -0.12 0.20 -0.35
H -0.0424 -2.5973 -3.0325 0.81 -0.14 1.08
H 0.1483 -3.5579 -1.4798 -0.51 -1.02 -0.46
H -0.7726 -1.6666 -0.1021 0.23 -0.61 -1.13
H -1.7844 -2.2712 -1.4471 -0.11 0.73 -0.02
H -0.4884 -0.3055 -2.7779 -0.33 0.28 0.26
H 0.1002 0.1333 -1.1942 0.07 0.35 0.05
H -1.9128 1.4906 -2.0105 -0.20 -0.53 0.50
H -2.8208 -0.0357 -2.0692 0.52 0.55 0.67
H -3.5477 1.0409 0.0528 -0.72 -0.48 -0.86
H -2.4303 -0.1386 0.5775 0.25 -0.35 0.08
H -2.1120 2.9059 0.1812 0.12 -0.99 0.33
H -2.4396 2.0136 1.6923 0.57 -0.11 -0.66
H 0.1127 2.1299 0.0522 0.46 0.61 -1.00
H 1.9005 0.3953 0.3653 -0.61 0.06 0.42
H 1.8369 1.2262 1.9423 0.29 0.71 0.21
H 1.5513 -0.4633 1.9131 0.14 -0.33 -0.18
H 1.7058 2.6988 3.8404 -1.49 0.34 -0.27
H 0.4257 3.9909 4.2054 0.39 0.33 -0.05
H 0.3624 2.3937 5.0020 0.14 0.56 -0.95
O -0.0229 0.6000 1.3062 0.22 -1.12 -0.18
O 0.0298 2.7960 1.8603 1.28 2.04 -1.59
O -0.3379 2.4378 3.1325 -0.84 -1.23 1.67

***

12
Properties=species:S:1:pos:R:3:forces:R:3 method="wB97M-V/def2-TZVPD" e_above_lowest_kj_mol=727.7 e_lumo_ha="-0.2319 / -0.2362" homo_energy_ha="-0.5157 / -0.4834" charge=+1 orbital_gap_ev="7.72 / 6.73"
H -0.5180 -0.2983 -1.7362 -0.54 0.91 -0.74
C -0.8656 0.5918 -1.1672 -0.11 -0.24 0.69
C 0.3170 1.0340 -0.3804 0.49 -0.62 0.42
O 1.1893 -0.0322 0.1233 -0.63 1.63 -0.49
C 0.7236 -0.7320 1.0952 -0.12 -0.32 0.23
O 1.5301 -1.7104 1.3728 -0.64 0.32 -0.40
Zn -1.2565 0.0505 1.3725 0.11 -0.67 -1.20
O -1.9219 0.0657 -0.3975 -0.18 -0.15 2.42
H -1.2682 1.5554 -1.5437 0.24 -0.81 -0.91
H -0.0381 1.0665 -2.7494 0.86 0.44 -0.59
H 0.5111 2.0498 -0.0353 0.40 -0.42 0.00
H 1.0571 -2.4259 1.8162 0.13 -0.07 0.57

***

21
Properties=species:S:1:pos:R:3:forces:R:3 method="wB97M-V/def2-TZVPD" spin_multiplicity=2 s2=0.754 e_above_lowest_kj_mol=19.0 e_lumo_ha="-0.2116 / -0.2119" homo_energy_ha="-0.4635 / -0.4753" charge=+1 orbital_gap_ev="6.85 / 7.17"
C 1.0906 3.4408 1.8421 -0.54 0.86 0.09
O 1.8462 2.2896 1.5769 -0.47 -2.24 -1.71
H 0.0884 3.2011 2.2364 0.26 0.11 -0.13
H 1.6251 4.0237 2.6123 -0.18 -0.38 -0.35
H 0.9904 4.0880 0.9516 -0.03 -0.22 0.30
O -0.5998 -0.3678 -3.0382 -0.07 0.71 -2.70
C 0.1957 0.4520 -2.2496 1.18 1.46 1.78
C 0.5097 -0.1745 -0.9177 0.93 0.49 -0.36
O -0.5456 -0.9090 -0.4433 1.31 1.47 2.68
C -0.3561 -1.9509 0.5271 0.56 -0.62 0.74
C -1.5993 -2.8380 0.4301 0.17 0.93 2.04
O -1.9145 -3.1357 -0.8906 -1.10 -2.42 -0.08
Tl -1.5530 -1.6976 -2.0768 -1.52 -0.97 -2.37
H -0.2967 1.4362 -2.0647 -0.02 -0.48 -0.28
H 1.1605 0.6972 -2.7380 -0.55 -0.37 -0.07
H 1.3965 1.6848 0.8844 0.91 1.91 1.80
H 1.4651 -0.1532 -0.3849 -0.55 -0.17 -0.15
H -0.2288 -1.5112 1.5261 -0.11 -0.13 -0.31
H 0.5521 -2.5096 0.2535 -0.21 0.16 0.04
H -2.4356 -2.3172 0.9398 0.22 -0.26 -0.31
H -1.3910 -3.7491 1.0235 -0.19 0.17 -0.63

***

78
Properties=species:S:1:pos:R:3:forces:R:3 method="wB97M-V/def2-TZVPD" e_lumo_ha=-0.0284 homo_energy_ha=-0.2898 orbital_gap_ev=7.11
C 2.0094 -1.6428 -1.3803 -0.35 -0.36 0.66
C 2.7761 -2.5491 -1.2018 0.44 0.06 -0.13
C 3.6873 -3.6472 -0.8240 -0.55 0.32 0.07
C 3.2698 -4.0742 0.5845 0.53 0.09 -0.69
C 3.9396 -3.4461 1.6916 -0.33 -0.40 -0.39
C 3.5745 -3.7793 2.9461 0.02 -0.19 -0.22
O 4.2025 -3.2261 4.0902 -0.83 0.41 -0.68
C 4.4491 -1.9649 3.8706 0.88 -0.59 0.63
N 4.8566 -0.9013 3.7225 -0.24 0.46 -0.04
C 2.5204 -4.7148 3.1277 -1.01 -0.98 0.54
N 2.0059 -5.1347 4.2814 0.09 0.20 0.52
S 0.8294 -6.1753 3.9719 0.27 0.02 -0.64
N 0.8905 -6.2110 2.3375 -0.13 0.17 1.07
C 1.8411 -5.3520 2.0188 1.22 0.95 -1.13
C 2.2754 -4.9837 0.7018 -0.20 -0.20 0.35
H 1.1751 -0.9944 -1.2199 0.22 0.21 -0.42
H 3.5621 -4.4820 -1.5187 0.12 0.06 0.08
H 4.7283 -3.3152 -0.8541 -0.09 -0.07 0.00
H 4.7124 -2.7228 1.4557 -0.04 0.00 0.29
H 1.8118 -5.3851 -0.1927 -0.05 -0.09 0.20
O 0.6365 -0.2475 1.9310 -0.53 2.32 -2.88
P 0.0929 0.9502 2.6800 0.64 -2.52 6.11
N 1.4654 1.2759 3.6601 0.28 0.34 -0.06
C 1.7257 0.9677 5.0453 -0.24 0.24 0.38
C 2.6603 1.6990 2.9449 -0.16 0.00 -0.60
N -1.2152 0.1061 3.4340 -0.48 -0.69 -0.63
C -1.3949 -0.0571 4.8584 -0.20 0.65 0.18
C -1.6842 -1.0986 2.7519 0.17 -0.08 -0.09
N -0.6394 2.4392 3.1041 -0.46 -0.05 -1.94
C -0.1300 3.4633 3.9939 0.64 0.46 -0.27
C -2.0475 2.6407 2.7661 -0.06 0.09 -0.28
H 2.1387 1.8507 5.5549 0.13 -0.07 -0.05
H 2.4420 0.1472 5.1610 0.00 -0.02 -0.04
H 0.8377 0.7175 5.6176 -0.11 -0.10 -0.22
H 2.5230 2.7037 2.5163 0.07 -0.02 -0.05
H 2.9018 1.0121 2.1283 0.03 0.03 0.01
H 3.5341 1.7452 3.5922 -0.14 -0.11 0.17
H -0.6970 -0.7929 5.2778 0.01 0.04 0.08
H -2.4080 -0.4069 5.0780 0.00 -0.04 -0.15
H -1.2984 0.8921 5.3906 0.21 0.00 -0.01
H -1.0476 -1.9656 2.9656 -0.02 -0.06 -0.09
H -1.7154 -0.9504 1.6754 0.15 -0.06 0.01
H -2.7058 -1.3339 3.0648 0.04 0.12 0.18
H -0.2932 3.1938 5.0416 0.06 -0.08 -0.01
H -0.6350 4.4160 3.8145 -0.18 -0.14 -0.10
H 0.9259 3.6694 3.8353 0.04 -0.21 0.12
H -2.6944 2.3925 3.6127 0.02 -0.02 0.00
H -2.3413 2.0230 1.9202 -0.02 -0.10 0.09
H -2.2424 3.6776 2.4786 0.14 0.02 0.03
O -0.9410 -0.7268 -5.1564 1.66 1.08 -3.12
P -1.3723 0.7210 -5.1876 -3.22 -0.04 5.72
N -0.6107 1.2351 -3.7329 0.40 0.29 0.12
C -1.1577 1.4601 -2.4182 -0.26 0.41 0.06
C 0.8446 1.2024 -3.7362 0.10 -0.25 -0.54
N -3.0701 0.4029 -5.1011 -0.31 -0.79 -0.57
C -3.9480 0.8315 -4.0371 -0.04 0.69 -0.14
C -3.5064 -0.9064 -5.5833 0.16 -0.15 0.05
N -1.7105 2.3349 -5.6504 0.55 -0.72 -1.73
C -1.3972 3.5547 -4.9337 0.79 0.23 0.02
C -2.6428 2.5581 -6.7543 0.10 -0.02 -0.28
H -0.7888 2.4157 -2.0159 0.11 -0.10 0.06
H -0.8828 0.6687 -1.7101 -0.02 -0.04 -0.01
H -2.2384 1.5595 -2.3995 -0.02 -0.18 -0.19
H 1.2489 1.9719 -4.4101 0.11 -0.05 0.03
H 1.2253 0.2302 -4.0642 0.01 0.03 -0.01
H 1.2637 1.3946 -2.7487 -0.23 0.04 0.08
H -3.8053 0.2393 -3.1241 -0.03 0.07 0.06
H -4.9943 0.7204 -4.3369 0.05 -0.09 -0.11
H -3.8259 1.8943 -3.8139 0.17 -0.03 0.10
H -3.3566 -1.6910 -4.8326 0.01 -0.08 -0.07
H -2.9719 -1.1870 -6.4871 0.10 -0.06 0.11
H -4.5683 -0.8756 -5.8447 -0.01 0.18 0.13
H -2.1158 3.7366 -4.1287 0.03 -0.08 0.05
H -1.4289 4.4159 -5.6060 -0.14 -0.14 -0.14
H -0.3899 3.5540 -4.5239 -0.09 -0.14 0.16
H -3.6557 2.7391 -6.3828 0.01 -0.02 0.02
H -2.6732 1.7007 -7.4229 -0.09 -0.05 0.09
H -2.3416 3.4166 -7.3607 0.10 0.01 0.10

***

Quick rundown of energy, same order as above: -2949.894176, -3881.917832, -659.094279, -2121.804192, -670.061002, -2662.065485 hartree